11
Properties=species:S:1:pos:R:3 method="wB97M-V/def2-TZVPD" total_energy_ha=-305.19755 homo_lumo_gap_ev=9.6 total_charge=-1 max_force_ev_per_a=2.47 e_above_lowest_kcal_mol=8.1 homo_energy_ev=-5.13
O 0.6418 -0.0153 -0.1796
H 1.3954 0.1604 -0.7204
O -0.9747 0.0206 -2.2127
H -0.2572 0.0167 -1.3805
H -1.5787 -0.6187 -1.7547
O 1.1434 -1.5977 2.1789
H 0.2368 -1.9713 2.1897
H 1.0683 -0.9823 1.3538
O -0.5591 2.0330 0.4272
H 0.0304 1.2588 0.3373
H -1.1464 1.6958 -0.2389